Record 1
Here is an isolated ion of composition C2H7NO and charge +1 from OMol25. Energies are from wB97M-V/def2-TZVPD.

Last column: Mulliken spin population.
Geometry (Å):
O: -1.01654 -1.24712 -0.51057  0.047
H: -1.45216 -1.65833 0.24402  0.000
C: 1.40101 0.14250 0.04152  0.036
C: -1.06357 0.11846 -0.34255  -0.006
N: 0.11031 0.69382 0.36097  0.825
H: 1.45854 0.16554 -1.04475  0.006
H: 2.19451 0.66277 0.58020  0.019
H: 1.49916 -0.87745 0.44457  0.070
H: -1.15108 0.57563 -1.33232  0.018
H: -1.92783 0.48591 0.22252  0.005
H: -0.05236 0.93826 1.33639  -0.021

Its net charge is +1. The spin multiplicity is 2. The gap between HOMO and LUMO (alpha / beta) is 13.48 / 8.43 eV. Its expectation value of S² is 0.7543. The value obtained for the HOMO energy (alpha / beta) is -17.1 / -17.0 eV. The energy above the lowest of the compared OMol25 structures with the same formula, charge and spin is 18.4 kcal/mol. The lowest unoccupied orbital energy (alpha / beta) is -0.135 / -0.316 Ha.


Record 2
Here is a single C4H6N2S2 molecule from OMol25. Energies are from wB97M-V/def2-TZVPD.

Last column: natural (NBO) charge in e.
Geometry (Å):
S: -3.45835 -0.02981 0.34908  0.264
N: -2.17036 0.85711 -0.09350  -0.836
C: -0.88736 0.28619 -0.27895  0.366
N: -0.51732 -0.85527 -0.52078  -0.455
C: 0.96087 -0.85097 -0.28756  -0.064
C: 1.76659 -0.52182 0.92518  -0.433
C: 1.68775 0.52458 -0.14465  -0.439
S: 0.35674 1.66697 0.08462  0.165
H: -3.55108 -0.46342 -0.90007  0.094
H: -2.14725 1.95477 -0.30203  0.417
H: 1.68944 -1.55107 -0.82517  0.207
H: 1.12145 -0.30359 1.85636  0.230
H: 2.65460 -1.15313 1.11412  0.229
H: 2.49427 0.43946 -0.97665  0.254

Its net charge is 0. The gap between HOMO and LUMO is 9.54 eV. The value obtained for the HOMO energy is -9.0 eV. The energy above the lowest of the compared OMol25 structures with the same formula, charge and spin is 77.9 kcal/mol. The lowest unoccupied orbital energy is 0.020 Ha.


Max |F| in eV/Å, matching the order above: 2.4 5.4